# 1
ORCA calculation (the ωB97M-V functional and the def2-TZVPD basis) on a 2-piece molecular cluster, C3H3F3O overall.

DFT total energy = -490.7914 hartree
net charge = 0
energy relative to the best compared isomer or geometry (same formula, charge and spin) = 100.0 kcal/mol
frontier orbital gap = 9.35 eV
strongest force on any atom = 7.02 eV/Å
M = 112.05 g/mol

Atoms and positions in Å:
C 1.90476 0.95549 1.30445
C 1.23147 0.55360 0.27153
C -0.68936 1.72430 -0.42301
O -0.35762 2.87204 -0.90835
F 1.07880 -0.39948 -0.57580
F -1.52077 1.70563 0.66412
F -1.25252 0.89456 -1.35561
H 2.81815 0.42894 1.32415
H 1.54253 1.88645 1.80634
H -0.99434 3.56963 -1.30074


# 2
ORCA calculation (the ωB97M-V functional and the def2-TZVPD basis) on one molecule with the formula C6H12N2.

DFT total energy = -345.2910 hartree
net charge = 0
SMILES string = [H]/N=C/C[C@@H](N)C(=C)C
energy relative to the best compared isomer or geometry (same formula, charge and spin) = 23.1 kcal/mol
frontier orbital gap = 9.99 eV
strongest force on any atom = 0.95 eV/Å
M = 112.18 g/mol

Atoms and positions in Å:
C -0.75103 0.41415 -1.64150
C -0.80831 -0.93827 -1.00713
C -1.02877 0.35503 1.86040
C 0.18061 0.22941 0.98351
N 0.27971 0.78975 -2.24908
C 0.23785 -1.03227 0.13077
C 1.13090 1.15084 0.96476
N 1.51762 -1.32976 -0.47744
H -1.64593 1.03960 -1.51067
H 0.25355 1.73366 -2.62771
H 1.68785 -0.65981 -1.21947
H 2.26260 -1.25154 0.20789
H -0.53930 -1.70642 -1.73722
H -1.80831 -1.13859 -0.62637
H -0.02811 -1.88507 0.76999
H -1.05394 1.32160 2.35304
H -1.94118 0.22929 1.28637
H -1.01703 -0.43267 2.62766
H 2.00210 1.07439 0.33769
H 1.06912 2.03669 1.57449


# 3
ORCA calculation (the ωB97M-V functional and the def2-TZVPD basis) on C35H42AsCl2N2O4Pb as an isolated structure.

DFT total energy = -5118.3677 hartree
net charge = -1
frontier orbital gap = 4.05 eV
strongest force on any atom = 2.76 eV/Å
M = 907.76 g/mol

Atoms and positions in Å:
O 0.26371 -0.05626 -6.01220
C -0.47549 0.34673 -6.90809
C -0.25154 1.59037 -7.70787
C 0.86924 2.39394 -7.44484
H 1.57255 2.09644 -6.66263
C 1.07669 3.56254 -8.18245
H 1.94743 4.18621 -7.97195
C 0.16899 3.93134 -9.18781
H 0.33102 4.84713 -9.76003
C -0.94478 3.12255 -9.45715
H -1.64916 3.40586 -10.24046
C -1.15021 1.95371 -8.72075
H -2.00635 1.30738 -8.91912
H -1.38256 -0.22814 -7.19611
C -2.62828 1.92088 -1.23201
C -2.14295 1.04313 -0.16161
H -3.50925 2.50750 -0.93958
H -2.85235 1.33258 -2.13590
H -1.80603 2.60822 -1.50348
C -2.62502 0.63405 0.99660
C -3.94039 1.04535 1.62291
H -2.04411 -0.04870 1.64066
H -4.43039 1.81734 1.00655
H -3.77016 1.44457 2.63522
H -4.61972 0.18426 1.72385
Pb 0.01933 0.38273 -0.81868
Cl 1.48583 2.55529 -0.81962
Cl -0.52970 -0.32940 -3.25858
H 3.86116 0.00988 -3.78900
H 5.44880 0.96878 -2.16533
C 3.02550 0.16377 -3.09761
C 4.61163 1.15299 -1.48516
N 3.55492 0.19671 -1.74515
H 2.28562 -0.62937 -3.20651
C 3.03233 -0.52364 -0.74610
O 2.05012 -1.28731 -0.86173
H 4.94877 1.03497 -0.45234
H 3.52056 -0.35478 0.23038
H 2.55068 1.12339 -3.33335
H 4.25275 2.17625 -1.63138
H -1.58688 -5.26969 0.77725
H -0.37883 -5.99200 -1.48491
C -2.04416 -4.47914 0.17495
C -0.89315 -5.13816 -1.93733
N -1.18223 -4.12293 -0.93973
H -2.21232 -3.59398 0.78885
C -0.70218 -2.87590 -1.04108
O -0.90504 -1.99000 -0.18897
H -0.25690 -4.69909 -2.71264
H -0.12028 -2.66812 -1.95443
H -2.99887 -4.86505 -0.19231
H -1.81620 -5.50964 -2.39349
O 0.30501 -0.17012 1.52889
As 0.22529 -0.09993 3.21068
C 1.87762 -0.89103 3.82354
C 1.83868 -2.06693 4.58189
C 3.04079 -2.65728 4.99275
C 4.26661 -2.10431 4.60453
C 4.29301 -0.96990 3.78405
C 3.09606 -0.37067 3.36932
C 0.00221 1.75883 3.75490
C -1.17539 2.18591 4.37889
C -1.31165 3.53163 4.75066
C -0.28832 4.44696 4.48372
C 0.86510 4.01987 3.81540
C 1.00280 2.68058 3.42553
C -1.27761 -1.10956 3.98120
C -2.14751 -1.91194 3.23593
C -3.20848 -2.57221 3.87595
C -3.38253 -2.45877 5.26217
C -2.49329 -1.67888 6.00547
C -1.44247 -1.00582 5.37118
H 0.87954 -2.52074 4.82824
H 3.01396 -3.55002 5.61549
H 5.20029 -2.55688 4.93812
H 5.24340 -0.54836 3.45744
H 3.10447 0.46950 2.67396
H -1.98805 1.48236 4.55606
H -2.22526 3.86193 5.24288
H -0.39230 5.48927 4.78576
H 1.65814 4.72942 3.58397
H 1.86124 2.36182 2.83456
H -1.99586 -2.01477 2.16006
H -3.89999 -3.18386 3.29153
H -4.20320 -2.97917 5.75709
H -2.60871 -1.58560 7.08297
H -0.75573 -0.39683 5.95743


# 4
ORCA calculation (the ωB97M-V functional and the def2-TZVPD basis) on a 2-piece molecular cluster, C7H17Cl2NOSSi overall.

DFT total energy = -2014.9860 hartree
net charge = 0
SMILES string = CCSC[SiH2]N(C)C(C)=O.ClCCl
frontier orbital gap = 9.01 eV
strongest force on any atom = 1.35 eV/Å
M = 262.28 g/mol

Atoms and positions in Å:
C 2.08436 -0.93606 1.11845
C 0.82367 -0.76292 0.26978
S 0.15681 -2.38978 -0.12175
C -1.51316 -1.99906 -0.70888
Si -2.67666 -1.28704 0.58401
N -2.73379 0.47840 0.65658
C -2.25060 1.09835 1.90361
C -2.38494 1.12396 -0.53939
C -1.18045 2.03846 -0.60724
O -3.03630 0.92152 -1.54527
H 1.81318 -1.31110 2.10780
H 2.74293 -1.65480 0.62764
H 2.59915 0.02288 1.22591
H 1.04114 -0.18864 -0.63717
H 0.07072 -0.20148 0.83437
H -1.49256 -1.43017 -1.64340
H -1.91947 -2.98698 -0.96213
H -2.30343 -1.82500 1.90604
H -4.03763 -1.76896 0.25810
H -2.75023 0.61370 2.74639
H -2.53297 2.15430 1.92740
H -1.17228 1.00427 2.07105
H -1.48654 2.95576 -1.11678
H -0.73090 2.29680 0.34907
H -0.43007 1.55164 -1.23570
C 4.77574 0.52049 -1.98479
Cl 3.90432 1.79366 -1.11730
Cl 4.12233 -1.08473 -1.64491
H 4.68464 0.70967 -3.04722
H 5.81300 0.54281 -1.67431


# 5
ORCA calculation (the ωB97M-V functional and the def2-TZVPD basis) on an isolated ion of composition C2H3O4S and charge -1.

DFT total energy = -777.1283 hartree
net charge = -1
SMILES string = O=S(=O)([O-])[C@@H]1CO1
energy relative to the best compared isomer or geometry (same formula, charge and spin) = 64.2 kcal/mol
frontier orbital gap = 8.47 eV
strongest force on any atom = 4.10 eV/Å
M = 123.11 g/mol

Atoms and positions in Å:
C 1.37352 0.68409 0.46256
C 0.59344 -0.17381 -0.37152
O -2.19273 0.45180 -1.21760
O -1.78750 -1.91258 -0.25254
O -1.78777 0.01666 1.21493
O 1.50955 0.71153 -0.94992
S -1.62231 -0.43254 -0.15264
H 0.96454 1.69291 0.86456
H 2.14939 0.19444 0.96835
H 0.79985 -1.23248 -0.56618


# 6
ORCA calculation (the ωB97M-V functional and the def2-TZVPD basis) on one molecule with the formula CHClFN3.

DFT total energy = -762.8475 hartree
net charge = 0
SMILES string = N#CNN(F)Cl
energy relative to the best compared isomer or geometry (same formula, charge and spin) = 0.0 kcal/mol
frontier orbital gap = 10.22 eV
strongest force on any atom = 3.36 eV/Å
M = 109.49 g/mol

Atoms and positions in Å:
C 0.92179 1.31538 0.48612
N 1.83221 2.02593 0.58534
N -0.04540 0.40510 0.51047
N -1.52919 1.12933 0.14522
F -1.54890 1.19465 -1.26558
Cl -2.75797 0.05468 0.58139
H 0.23842 -0.37531 -0.08288


# 7
ORCA calculation (the ωB97M-V functional and the def2-TZVPD basis) on C19H43AsBr3F6N6O6 as an isolated structure.

DFT total energy = -12087.1463 hartree
net charge = -1
frontier orbital gap = 9.18 eV
strongest force on any atom = 0.96 eV/Å
M = 880.21 g/mol

Atoms and positions in Å:
As 0.51178 0.85081 0.38743
F 1.16372 0.83148 -1.20739
F 1.95553 1.51843 1.03613
F -0.21351 0.84344 1.97381
F -1.00811 0.26662 -0.22821
F 1.10116 -0.73967 0.62320
F -0.05276 2.46250 0.16801
C 1.82426 -2.07651 -3.05657
C 0.63366 -1.78462 -3.93064
O 0.64514 -2.05526 -5.12705
N -0.45563 -1.25446 -3.32028
C -1.71518 -1.08792 -4.02427
H 2.70095 -1.62024 -3.51070
H 1.97694 -3.15377 -2.98229
H 1.71824 -1.70906 -2.03624
H -0.43984 -1.12132 -2.32116
H -2.46711 -1.74018 -3.57288
H -1.56122 -1.35645 -5.06342
H -2.09806 -0.06753 -3.94823
C -2.81223 -1.93945 1.72540
C -4.01581 -1.02071 1.67579
O -5.10147 -1.32866 2.14533
N -3.81346 0.16973 1.07093
C -4.87811 1.13401 0.98171
H -2.59055 -2.13401 2.77546
H -1.92786 -1.44287 1.31761
H -2.97611 -2.87214 1.19518
H -2.92451 0.35382 0.63855
H -5.74357 0.70966 0.46608
H -4.54410 2.00405 0.41803
H -5.24157 1.48463 1.94902
C 0.29304 -3.77539 -0.09272
C 0.93860 -4.93367 -0.83121
O 1.97600 -5.43082 -0.44834
N 0.27139 -5.37987 -1.93573
C 0.74632 -6.45455 -2.76751
H 1.10135 -3.05791 0.02430
H -0.13009 -4.08582 0.85718
H -0.49849 -3.32373 -0.69601
H -0.57977 -4.90866 -2.18466
H 1.77346 -6.66798 -2.48130
H 0.74158 -6.15719 -3.81754
H 0.14037 -7.35518 -2.65291
C 2.52629 0.65296 4.30845
C 2.11518 -0.78638 4.53018
O 2.69257 -1.49736 5.33420
N 1.08531 -1.22703 3.76278
C 0.59523 -2.57887 3.85098
H 2.33426 1.25659 5.19206
H 1.96487 1.09509 3.48390
H 3.58524 0.64616 4.06423
H 0.53476 -0.60217 3.19619
H 1.14089 -3.13136 4.60893
H 0.69659 -3.09287 2.89298
H -0.46178 -2.59975 4.13669
C -2.58939 2.76366 3.31805
C -3.02187 3.81804 2.33089
O -3.96673 4.56109 2.56246
N -2.26729 3.91051 1.21538
C -2.55231 4.82686 0.13677
H -3.06564 1.80449 3.10384
H -2.95445 3.08542 4.29186
H -1.51292 2.60348 3.33359
H -1.41032 3.38733 1.12312
H -3.57035 4.74702 -0.24448
H -1.83346 4.65433 -0.65865
H -2.42875 5.87718 0.43275
C 5.01993 2.94622 0.72906
C 4.89570 2.98321 -0.78343
O 5.78597 3.40383 -1.50994
N 3.73165 2.49423 -1.27177
C 3.54700 2.24537 -2.67887
H 4.12659 3.34355 1.21313
H 5.87598 3.55160 1.01258
H 5.15169 1.91927 1.06891
H 3.10802 2.01974 -0.63487
H 2.49690 2.07729 -2.89315
H 4.12859 1.39967 -3.06177
H 3.85361 3.11165 -3.26671
C -0.69054 2.63860 -3.48309
Br 0.40760 3.95722 -2.63513
Br -1.01836 3.03493 -5.32429
Br -2.32134 2.40973 -2.49434
H -0.15932 1.69589 -3.48532


# 8
ORCA calculation (the ωB97M-V functional and the def2-TZVPD basis) on C41H29Cl2HfN9O2PS as an isolated structure.

DFT total energy = -3931.2037 hartree
net charge = -1
frontier orbital gap = 7.53 eV
strongest force on any atom = 1.97 eV/Å
M = 992.18 g/mol

Atoms and positions in Å:
Hf 0.05850 0.51590 -0.58430
O -0.09190 2.66290 0.59280
C -0.64060 1.93380 1.42400
O -1.16380 0.82870 1.07400
C -0.52020 2.14990 2.88650
C -1.00220 3.22750 3.60930
C -0.77800 3.26690 4.97500
C -0.05010 2.26070 5.59630
C 0.44100 1.19570 4.86420
C 0.19610 1.12380 3.49730
P 0.82160 -0.28230 2.46830
C 2.52920 -0.16450 3.16190
C 3.36840 -1.21490 3.50370
C 4.69060 -0.97950 3.84260
C 5.20490 0.30380 3.81890
C 4.38380 1.36110 3.46370
C 3.06420 1.12650 3.13750
C -0.10560 -1.55710 3.41290
C 0.35310 -2.86100 3.55600
C -0.43660 -3.82660 4.15310
C -1.71410 -3.51670 4.58430
C -2.19870 -2.23100 4.40820
C -1.40360 -1.26000 3.83060
H -1.55370 4.00880 3.10660
H -1.16820 4.08590 5.56170
H 0.13260 2.30860 6.66170
H 1.00380 0.40840 5.34700
H 3.00990 -2.23120 3.49460
H 5.33120 -1.81310 4.09890
H 6.24660 0.48060 4.04590
H 4.77820 2.36650 3.41330
H 2.44030 1.95570 2.82480
H 1.32610 -3.12930 3.18110
H -0.05840 -4.83200 4.27080
H -2.33780 -4.27660 5.03410
H -3.20510 -1.98290 4.71570
H -1.80220 -0.26550 3.68890
N 2.79540 2.85790 -0.80900
C 3.08670 1.63000 -0.29840
N 4.29910 1.17030 -0.01070
N 4.09360 -0.06680 0.41710
N 2.85060 -0.35450 0.40810
N 2.14040 0.70710 -0.02920
C 1.66500 3.04040 -1.56780
N 1.28980 4.18320 -2.11660
N 0.14520 3.89900 -2.73170
N -0.16250 2.67110 -2.58120
N 0.79230 2.04660 -1.86460
H 3.55220 3.51130 -0.91790
Cl -1.83830 -1.68840 0.29010
C -2.86710 -1.95150 -1.08150
C -3.59250 -3.12620 -1.14930
C -4.39590 -3.37650 -2.24930
C -4.46090 -2.45090 -3.28050
C -3.74730 -1.27410 -3.18880
Cl -3.87350 -0.13310 -4.46780
C -2.92310 -0.96990 -2.08550
S -2.10290 0.55610 -2.01790
H -3.51550 -3.83550 -0.34030
H -4.97190 -4.28630 -2.30810
H -5.05870 -2.63740 -4.16060
C 2.55110 -4.45390 -5.22670
C 1.54430 -3.63800 -5.71370
C 1.10130 -2.55690 -4.97430
C 1.64860 -2.28050 -3.72460
C 2.67370 -3.09850 -3.25110
C 3.12360 -4.17080 -3.99840
C 1.12190 -1.16850 -2.90670
C 0.68490 -1.32070 -1.64520
C 0.62750 -2.69240 -1.09710
C 1.34310 -3.07580 0.04030
C 1.23640 -4.36060 0.53470
C 0.38450 -5.28080 -0.05350
C -0.32160 -4.91770 -1.18850
C -0.19120 -3.64670 -1.71150
H 2.88730 -5.30780 -5.79810
H 1.08890 -3.85780 -6.66870
H 0.30080 -1.93350 -5.34710
H 3.12240 -2.88360 -2.29260
H 3.91550 -4.80220 -3.61840
H 1.07350 -0.19840 -3.40470
H 2.02830 -2.37620 0.50040
H 1.84540 -4.65430 1.37820
H 0.28070 -6.27340 0.36420
H -0.96690 -5.63390 -1.67990
H -0.73930 -3.37130 -2.60170